No. 1
# C30H32BrF40O6S

6 unconnected molecules or ions with the total composition C30H32BrF40O6S in a non-equilibrium geometry (wB97M-V/def2-TZVPD, the Open Molecules 2025 dataset).

Total charge ... +1
HOMO level ... -0.4756 Ha
LUMO ... -4.10 eV
Total energy ... -233482.5345 eV
M ... 1360.47 Da
Gap between HOMO and LUMO ... 8.84 eV

Positions of all 110 atoms, in Å:
1 C 1.359 -2.513 0.353
2 C 0.866 -2.961 -0.996
3 O -0.588 -3.037 -1.079
4 S -1.169 -4.493 -0.806
5 C -2.497 -4.345 0.424
6 C -3.077 -2.971 0.597
7 C -3.584 -2.345 -0.674
8 Br -1.903 -1.738 1.518
9 H 1.280 -1.454 0.427
10 H 0.801 -2.944 1.153
11 H 2.377 -2.786 0.475
12 H 1.355 -3.879 -1.254
13 H 1.160 -2.234 -1.705
14 H -0.193 -5.148 -0.141
15 H -3.288 -4.990 0.123
16 H -2.133 -4.725 1.349
17 H -3.916 -3.100 1.232
18 H -2.824 -1.832 -1.206
19 H -4.321 -1.633 -0.400
20 H -4.068 -3.057 -1.313
21 C -4.738 1.984 0.747
22 C -5.641 2.624 1.814
23 C -7.015 1.993 2.035
24 F -7.775 2.032 0.919
25 F -7.669 2.681 2.998
26 F -5.754 3.944 1.569
27 F -4.978 2.490 2.997
28 O -4.696 2.570 -0.541
29 C -5.625 2.260 -1.495
30 C -6.492 3.466 -1.858
31 F -7.107 3.957 -0.771
32 F -7.432 3.069 -2.742
33 F -6.360 1.192 -1.137
34 F -4.943 1.912 -2.606
35 H -3.725 2.119 1.115
36 H -4.890 0.906 0.689
37 H -6.896 0.957 2.363
38 H -5.876 4.250 -2.304
39 C 3.815 0.448 -3.852
40 C 3.853 -0.919 -3.146
41 C 5.220 -1.476 -2.746
42 F 6.013 -1.666 -3.812
43 F 5.026 -2.680 -2.145
44 F 3.169 -1.823 -3.878
45 F 3.167 -0.769 -1.970
46 O 3.715 0.462 -5.261
47 C 4.832 0.345 -6.049
48 C 4.812 -0.943 -6.871
49 F 4.699 -2.018 -6.066
50 F 5.970 -1.038 -7.552
51 F 5.954 0.466 -5.317
52 F 4.804 1.376 -6.908
53 H 2.885 0.907 -3.529
54 H 4.611 1.102 -3.499
55 H 5.716 -0.806 -2.037
56 H 3.973 -0.931 -7.569
57 C 9.249 3.312 -5.613
58 C 10.369 2.266 -5.764
59 C 10.214 0.973 -4.960
60 F 10.163 1.211 -3.633
61 F 11.275 0.164 -5.180
62 F 11.559 2.840 -5.507
63 F 10.379 1.895 -7.071
64 O 9.457 4.383 -4.704
65 C 9.182 4.275 -3.370
66 C 10.447 4.384 -2.517
67 F 11.348 3.451 -2.862
68 F 10.110 4.193 -1.221
69 F 8.474 3.163 -3.096
70 F 8.402 5.324 -3.045
71 H 9.185 3.816 -6.573
72 H 8.277 2.843 -5.464
73 H 9.308 0.438 -5.261
74 H 10.896 5.372 -2.638
75 C -7.925 -3.986 4.790
76 C -7.469 -2.827 3.888
77 C -6.918 -1.569 4.561
78 F -7.818 -0.983 5.359
79 F -6.583 -0.672 3.585
80 F -8.458 -2.499 3.039
81 F -6.432 -3.313 3.129
82 O -9.300 -4.094 5.075
83 C -9.867 -3.382 6.102
84 C -10.875 -2.357 5.583
85 F -10.289 -1.520 4.703
86 F -11.331 -1.633 6.623
87 F -8.930 -2.821 6.884
88 F -10.548 -4.258 6.858
89 H -7.713 -4.886 4.219
90 H -7.321 -4.054 5.694
91 H -6.021 -1.801 5.142
92 H -11.708 -2.863 5.091
93 C 1.197 1.936 2.557
94 C -0.057 1.525 3.348
95 C -0.246 2.111 4.749
96 F 0.762 1.767 5.569
97 F -1.396 1.615 5.264
98 F -0.132 0.173 3.398
99 F -1.121 1.956 2.615
100 O 2.309 1.058 2.569
101 C 3.232 1.099 3.584
102 C 3.226 -0.197 4.397
103 F 1.998 -0.445 4.894
104 F 4.086 -0.072 5.423
105 F 3.066 2.181 4.355
106 F 4.444 1.194 3.009
107 H 0.885 1.931 1.516
108 H 1.493 2.961 2.776
109 H -0.322 3.202 4.701
110 H 3.528 -1.037 3.766

---

No. 2
# C3H7N2O2P

C3H7N2O2P in the gas phase in a non-equilibrium geometry (wB97M-V/def2-TZVPD, the Open Molecules 2025 dataset).

ΔE to the lowest compared entry with this formula, charge and spin ... 0.2029 eV
Total charge ... 0
HOMO level ... -0.3878 Ha
LUMO ... 0.54 eV
Total energy ... -19588.6334 eV
M ... 134.08 Da
Structure (SMILES) ... CN[P@](C)(=O)OC#N
Gap between HOMO and LUMO ... 11.09 eV

Positions of all 15 atoms, in Å:
1 C 0.367 -2.572 0.325
2 C 1.786 -0.019 -0.922
3 C -1.696 1.429 0.769
4 N 0.772 -3.296 1.110
5 N -0.425 0.703 0.763
6 O -0.863 0.278 -1.753
7 O -0.186 -1.798 -0.518
8 P -0.013 -0.137 -0.682
9 H 2.008 -0.034 -2.001
10 H 2.045 1.038 -0.513
11 H 2.502 -0.820 -0.445
12 H -2.399 0.967 1.326
13 H -1.431 2.516 1.245
14 H -2.129 1.546 -0.282
15 H -0.339 0.197 1.578

---

No. 3
# C22H30PSn

A molecular structure, C22H30PSn in a non-equilibrium geometry (wB97M-V/def2-TZVPD, the Open Molecules 2025 dataset).

Total charge ... +1
HOMO level (alpha / beta) ... -0.4062 / -0.3716 Ha
LUMO (alpha / beta) ... -2.74 / -5.68 eV
Total energy ... -38409.7329 eV
M ... 444.17 Da
Gap between HOMO and LUMO (alpha / beta) ... 8.31 / 4.43 eV

Positions of all 54 atoms, in Å:
1 C -1.729 1.107 -3.588
2 C -3.033 0.644 -3.075
3 C -1.568 2.550 -3.834
4 C -1.022 0.176 -4.488
5 H -2.111 2.786 -4.769
6 H -0.526 2.854 -3.990
7 H -2.007 3.172 -3.044
8 H -3.743 0.663 -3.926
9 H -3.455 1.287 -2.293
10 H -3.000 -0.393 -2.715
11 H -1.551 0.185 -5.462
12 H -1.046 -0.859 -4.124
13 H 0.015 0.463 -4.694
14 C -0.232 1.844 1.745
15 C -0.387 2.927 0.828
16 C -1.414 2.571 -0.113
17 H 0.115 3.895 0.908
18 C -1.916 1.277 0.254
19 C -1.175 0.832 1.390
20 H -1.395 -0.050 1.982
21 H 0.384 1.810 2.645
22 H -1.856 3.208 -0.878
23 H -2.783 0.763 -0.159
24 C 2.181 -0.510 -1.106
25 C 2.809 0.664 -0.588
26 C 2.478 1.755 -1.444
27 H 3.516 0.678 0.238
28 C 1.632 1.256 -2.490
29 C 1.468 -0.156 -2.288
30 H 0.988 -0.853 -2.972
31 H 2.333 -1.522 -0.737
32 H 2.886 2.763 -1.367
33 H 1.285 1.803 -3.362
34 Sn 0.326 0.943 -0.508
35 C 1.481 -3.764 1.221
36 P 0.631 -2.150 1.095
37 C -1.081 -2.750 1.042
38 C 0.808 -1.579 2.843
39 C 1.974 -0.843 3.131
40 C 2.189 -0.333 4.408
41 C 1.257 -0.553 5.424
42 C 0.122 -1.325 5.160
43 C -0.106 -1.849 3.875
44 H 1.468 -4.267 0.245
45 H 0.941 -4.368 1.963
46 H 2.511 -3.616 1.557
47 H -1.238 -3.572 1.752
48 H -1.766 -1.919 1.275
49 H -1.287 -3.092 0.025
50 H 2.719 -0.689 2.348
51 H 3.088 0.257 4.597
52 H 1.421 -0.129 6.412
53 H -0.612 -1.516 5.958
54 H -0.987 -2.480 3.692

---

No. 4
# C4H5ClN2

C4H5ClN2 in the gas phase in a non-equilibrium geometry (wB97M-V/def2-TZVPD, the Open Molecules 2025 dataset).

ΔE to the lowest compared entry with this formula, charge and spin ... 5.8947 eV
Total charge ... 0
HOMO level (alpha / beta) ... -0.3257 / -0.3106 Ha
LUMO (alpha / beta) ... -1.37 / -0.90 eV
Total energy ... -19726.0502 eV
M ... 116.55 Da
Gap between HOMO and LUMO (alpha / beta) ... 7.49 / 7.55 eV

Positions of all 12 atoms, in Å:
1 C -1.217 -1.278 0.068
2 C -1.710 -0.109 0.107
3 C 1.095 -0.031 -0.096
4 C -0.883 1.223 0.076
5 N 0.488 1.024 -0.083
6 N 2.094 -0.761 0.017
7 Cl 3.987 0.050 0.017
8 H -1.027 -2.311 0.032
9 H -2.753 0.168 0.176
10 H -1.261 1.830 -0.754
11 H -1.100 1.742 1.016
12 H 2.288 -1.548 -0.576

---

No. 5
# CH5NOS

2 unconnected molecules or ions with the total composition CH5NOS in a non-equilibrium geometry (wB97M-V/def2-TZVPD, the Open Molecules 2025 dataset).

ΔE to the lowest compared entry with this formula, charge and spin ... 3.9497 eV
Total charge ... 0
HOMO level (alpha / beta) ... -0.3238 / -0.2849 Ha
LUMO (alpha / beta) ... -0.15 / 0.18 eV
Total energy ... -15487.1700 eV
M ... 79.12 Da
Gap between HOMO and LUMO (alpha / beta) ... 8.66 / 7.93 eV

Positions of all 9 atoms, in Å:
1 C 1.096 -0.852 -1.301
2 N -0.684 1.060 1.446
3 O -1.966 -0.263 -0.170
4 S -1.366 1.057 -0.032
5 H 0.096 -0.989 -1.173
6 H 1.766 -0.457 -0.454
7 H 1.611 -1.269 -2.132
8 H -0.608 0.147 1.922
9 H 0.057 1.565 1.894

---

No. 6
# C4H8N2O2

C4H8N2O2 in the gas phase in a non-equilibrium geometry (wB97M-V/def2-TZVPD, the Open Molecules 2025 dataset).

ΔE to the lowest compared entry with this formula, charge and spin ... 5.1767 eV
Total charge ... 0
HOMO level ... -0.2832 Ha
LUMO ... 0.62 eV
Total energy ... -11348.9360 eV
M ... 116.12 Da
Gap between HOMO and LUMO ... 8.32 eV

Positions of all 16 atoms, in Å:
1 C 0.592 1.825 0.050
2 C -0.848 1.404 0.340
3 C -1.150 0.001 -0.095
4 C 1.451 -1.331 0.117
5 N 1.402 0.950 -0.369
6 N 0.963 -0.267 -0.654
7 O -1.768 -0.384 -1.224
8 O -1.462 -0.916 0.906
9 H 0.979 2.805 0.051
10 H -1.155 1.598 1.472
11 H -1.615 1.924 -0.131
12 H 1.178 -1.425 1.121
13 H 1.229 -2.195 -0.444
14 H 2.600 -1.441 0.072
15 H -1.117 -0.688 -1.908
16 H -1.281 -1.859 0.695

---

No. 7
# C30H30FeN4O7

A molecular structure, C30H30FeN4O7 (wB97M-V/def2-TZVPD, the Open Molecules 2025 dataset).

Total charge ... 0
HOMO level ... -0.2678 Ha
LUMO ... -0.13 eV
Total energy ... -86278.5006 eV
M ... 614.44 Da
Gap between HOMO and LUMO ... 7.16 eV

Positions of all 72 atoms, in Å:
1 Fe -0.211 0.504 0.650
2 C 1.821 -0.793 3.527
3 C 1.292 0.565 3.100
4 C 1.288 1.572 4.227
5 O -0.091 0.338 2.665
6 C 2.134 1.051 1.891
7 O 3.101 1.774 2.110
8 O 1.756 0.608 0.753
9 H 1.253 -1.169 4.380
10 H 2.872 -0.707 3.806
11 H 1.738 -1.504 2.704
12 H 0.706 1.196 5.071
13 H 0.870 2.522 3.886
14 H 2.310 1.761 4.548
15 H -0.623 1.086 2.969
16 C -6.988 -0.475 0.293
17 O -6.414 -0.805 -0.959
18 C -5.087 -0.581 -1.118
19 C -4.582 -0.919 -2.398
20 C -3.262 -0.712 -2.647
21 C -2.364 -0.182 -1.683
22 C -1.017 0.131 -2.071
23 C -0.527 -0.223 -3.455
24 O -0.194 0.704 -1.328
25 C -2.870 0.112 -0.369
26 O -2.160 0.512 0.613
27 C -4.268 -0.080 -0.142
28 H -8.045 -0.712 0.210
29 H -6.867 0.588 0.513
30 H -6.543 -1.064 1.098
31 H -5.257 -1.317 -3.142
32 H -2.889 -0.952 -3.634
33 H -1.026 0.379 -4.217
34 H -0.719 -1.272 -3.680
35 H 0.542 -0.032 -3.497
36 H -4.625 0.169 0.847
37 O -0.190 2.508 1.070
38 N 0.198 3.207 0.019
39 C -0.733 3.584 -0.875
40 C -0.376 4.308 -1.988
41 C 0.958 4.638 -2.185
42 C 1.894 4.227 -1.253
43 C 1.497 3.502 -0.146
44 H -1.733 3.255 -0.634
45 H -1.143 4.600 -2.691
46 H 1.260 5.204 -3.055
47 H 2.944 4.451 -1.367
48 H 2.166 3.124 0.617
49 N -0.874 -6.557 0.176
50 C -0.499 -7.797 -0.301
51 C -1.020 -9.074 -0.116
52 C -0.371 -10.104 -0.764
53 C 0.758 -9.874 -1.569
54 C 1.267 -8.604 -1.746
55 C 0.623 -7.550 -1.098
56 N 0.920 -6.196 -1.101
57 C 0.012 -5.648 -0.343
58 C -0.064 -4.205 -0.063
59 C 0.915 -3.364 -0.580
60 C 0.837 -2.010 -0.323
61 N -0.154 -1.471 0.398
62 C -1.085 -2.275 0.907
63 C -1.079 -3.643 0.701
64 H -1.641 -6.361 0.792
65 H -1.889 -9.256 0.503
66 H -0.738 -11.116 -0.651
67 H 1.235 -10.714 -2.057
68 H 2.135 -8.419 -2.364
69 H 1.723 -3.772 -1.169
70 H 1.578 -1.310 -0.686
71 H -1.860 -1.791 1.486
72 H -1.874 -4.233 1.137

---

No. 8
# C23H32Cl4GeN3O2S3Si3Tc

A molecular structure, C23H32Cl4GeN3O2S3Si3Tc (wB97M-V/def2-TZVPD, the Open Molecules 2025 dataset).

ΔE to the lowest compared entry with this formula, charge and spin ... 0.0000 eV
Multiplicity ... 4
Total charge ... -1
HOMO level (alpha / beta) ... -0.1897 / -0.1929 Ha
LUMO (alpha / beta) ... 1.98 / 0.80 eV
Total energy ... -197884.3972 eV
M ... 875.41 Da
Gap between HOMO and LUMO (alpha / beta) ... 7.14 / 6.05 eV

Positions of all 72 atoms, in Å:
1 Tc -1.335 0.229 -0.446
2 S -2.597 -0.198 1.672
3 C -1.743 -1.171 2.809
4 S -0.276 -2.026 2.405
5 C -2.265 -1.378 4.071
6 C -3.515 -0.831 4.476
7 N -4.531 -0.418 4.829
8 C -1.582 -2.164 5.042
9 N -1.051 -2.799 5.844
10 Cl -6.239 4.938 -0.567
11 C -4.722 4.130 -0.393
12 C -3.628 4.808 0.134
13 Cl -3.782 6.458 0.620
14 C -2.399 4.157 0.269
15 Cl -1.030 4.980 0.915
16 C -2.268 2.830 -0.122
17 O -1.126 2.147 -0.049
18 C -3.380 2.136 -0.657
19 O -3.165 0.896 -1.037
20 C -4.598 2.798 -0.791
21 Cl -5.928 1.934 -1.461
22 C 2.318 1.441 -1.440
23 Si 1.042 1.399 -2.811
24 C 1.890 0.735 -4.352
25 C 0.346 3.118 -3.099
26 Ge 0.710 -0.570 0.906
27 Si 2.232 -2.239 0.045
28 C 1.760 -2.640 -1.744
29 C 2.132 -3.834 1.049
30 C 4.063 -1.763 0.048
31 Si 1.734 0.957 2.484
32 C 3.485 0.387 2.908
33 C 0.684 0.946 4.043
34 C 1.859 2.732 1.865
35 H 3.133 2.121 -1.703
36 H 2.750 0.449 -1.287
37 H 1.886 1.780 -0.499
38 H 1.276 0.872 -5.243
39 H 2.096 -0.333 -4.252
40 H 2.842 1.252 -4.500
41 H -0.369 3.110 -3.924
42 H 1.139 3.831 -3.336
43 H -0.173 3.466 -2.202
44 H 0.676 -2.622 -1.880
45 H 2.133 -3.627 -2.034
46 H 2.182 -1.905 -2.435
47 H 1.196 -4.368 0.869
48 H 2.206 -3.655 2.124
49 H 2.960 -4.487 0.757
50 H 4.272 -0.772 -0.360
51 H 4.608 -2.495 -0.557
52 H 4.470 -1.801 1.060
53 H 3.494 -0.623 3.325
54 H 3.920 1.062 3.651
55 H 4.128 0.399 2.026
56 H 0.520 -0.064 4.424
57 H -0.294 1.397 3.851
58 H 1.177 1.534 4.823
59 H 2.764 2.898 1.278
60 H 1.901 3.403 2.730
61 H 0.994 3.012 1.265
62 S -1.251 -0.292 -3.626
63 C -0.441 0.317 -2.345
64 C -1.829 -4.538 -2.972
65 C -2.570 -4.104 -1.705
66 C -2.131 -2.792 -1.260
67 N -1.764 -1.771 -0.915
68 H -2.208 -5.502 -3.308
69 H -0.760 -4.631 -2.782
70 H -1.972 -3.807 -3.766
71 H -2.410 -4.801 -0.881
72 H -3.646 -4.039 -1.877